Record 1
{
  "formula": "C6H7FIN",
  "method": "ωB97M-V/def2-TZVPD",
  "species": ["I", "F", "N", "C", "C", "C", "C", "C", "C", "H", "H", "H", "H", "H", "H", "H"],
  "xyz": [[-1.268, -0.285, 3.190], [1.492, -2.632, -0.292], [0.652, 0.596, 2.935], [1.036, 1.215, 1.924], [0.337, 1.515, 0.631], [0.191, -0.767, -0.334], [-0.208, 0.598, -0.190], [-0.689, -1.423, -1.357], [1.337, -1.363, 0.071], [-1.592, -0.900, -1.259], [-0.940, 0.845, -0.969], [2.092, 1.533, 2.137], [-0.875, -2.360, -1.003], [-0.271, -1.586, -2.363], [1.898, -1.175, 0.963], [-0.174, 2.499, 0.828]],
  "lowdin_charge": [0.639, 0.032, -0.384, -0.375, -0.092, -0.285, -0.121, -0.039, -0.081, 0.061, 0.116, 0.129, 0.048, 0.114, 0.114, 0.122],
  "smiles": "CC(/C=C\\C=N/I)=C\\F",
  "e_homo_ev": -8.93
}



Record 2
{
  "formula": "C21H18N4O2PdS",
  "method": "ωB97M-V/def2-TZVPD",
  "species": ["Pd", "S", "O", "O", "N", "N", "N", "N", "C", "C", "C", "C", "C", "C", "C", "C", "C", "C", "C", "C", "C", "C", "C", "C", "C", "C", "C", "C", "C", "H", "H", "H", "H", "H", "H", "H", "H", "H", "H", "H", "H", "H", "H", "H", "H", "H", "H"],
  "xyz": [[-0.035, 0.420, -0.511], [0.719, -0.411, 1.594], [1.662, -0.381, -1.157], [-0.608, 0.758, -2.414], [2.660, 0.686, 3.036], [1.259, 2.213, 2.084], [-1.886, 1.410, -0.084], [0.215, 2.261, 1.231], [-0.809, 2.990, 1.419], [-0.979, 3.995, 2.497], [-4.078, 1.756, -0.966], [2.140, -0.326, -2.309], [-2.070, 3.947, 3.362], [2.278, 0.414, -4.648], [-2.932, 1.001, -0.804], [1.593, 0.957, 2.240], [-0.322, 1.359, -4.630], [1.531, 0.310, -3.448], [-1.239, 5.866, 4.546], [0.436, 1.443, -5.761], [-4.127, 3.009, -0.379], [-2.199, 4.876, 4.383], [1.763, 0.971, -5.783], [0.191, 0.802, -3.425], [-0.013, 4.982, 2.675], [-3.050, 3.437, 0.374], [-1.938, 2.616, 0.525], [-0.147, 5.916, 3.691], [3.479, -1.005, -2.445], [3.007, 1.433, 3.613], [2.360, 1.048, -6.680], [4.257, -0.263, -2.629], [0.846, 5.003, 2.019], [3.483, -1.712, -3.273], [3.696, -1.521, -1.514], [-4.992, 3.646, -0.506], [-2.831, 0.033, -1.273], [-1.341, 1.721, -4.603], [0.607, 6.682, 3.819], [-1.340, 6.594, 5.341], [-4.899, 1.367, -1.550], [-2.815, 3.170, 3.242], [0.011, 1.883, -6.655], [3.296, 0.049, -4.664], [-3.046, 4.825, 5.055], [-3.054, 4.406, 0.853], [2.811, -0.261, 3.328]],
  "lowdin_charge": [0.816, 0.598, -0.151, -0.180, 0.059, 0.005, 0.008, -0.054, -0.199, -0.181, -0.048, -0.335, -0.042, -0.046, -0.120, -0.845, -0.013, -0.099, -0.091, -0.077, -0.047, -0.082, -0.096, -0.328, -0.032, -0.009, -0.178, -0.078, -0.002, 0.093, 0.098, 0.096, 0.113, 0.092, 0.090, 0.112, 0.112, 0.114, 0.102, 0.100, 0.107, 0.119, 0.105, 0.102, 0.102, 0.119, 0.071],
  "e_homo_ev": -7.42
}



Record 3
{
  "formula": "C54H52Cl2N4O4P2Si2W",
  "method": "ωB97M-V/def2-TZVPD",
  "species": ["W", "Cl", "Cl", "P", "P", "Si", "Si", "O", "O", "O", "O", "N", "N", "N", "N", "C", "C", "C", "C", "C", "C", "C", "C", "C", "C", "C", "C", "C", "C", "C", "C", "C", "C", "C", "C", "C", "C", "C", "C", "C", "C", "C", "C", "C", "C", "C", "C", "C", "C", "C", "C", "C", "C", "C", "C", "C", "C", "C", "C", "C", "C", "C", "C", "C", "C", "C", "C", "C", "C", "H", "H", "H", "H", "H", "H", "H", "H", "H", "H", "H", "H", "H", "H", "H", "H", "H", "H", "H", "H", "H", "H", "H", "H", "H", "H", "H", "H", "H", "H", "H", "H", "H", "H", "H", "H", "H", "H", "H", "H", "H", "H", "H", "H", "H", "H", "H", "H", "H", "H", "H", "H"],
  "xyz": [[-0.110, -0.260, -0.806], [-3.794, -4.258, -2.461], [-4.073, -1.820, -4.638], [2.364, -2.410, 0.780], [1.502, -0.728, 3.289], [-0.766, 1.390, -2.647], [0.995, -1.231, -2.971], [-1.806, -1.506, -1.378], [0.275, -0.282, 2.591], [1.095, -2.022, 0.072], [-3.905, -0.493, -1.843], [-0.863, 1.180, 0.324], [1.433, 1.007, -0.283], [-0.214, 2.303, 0.704], [-1.841, -1.273, 0.045], [-2.092, -3.732, 0.049], [2.401, 2.960, 4.687], [3.835, -2.480, -0.261], [2.303, 0.614, 4.185], [1.224, -1.996, 4.543], [-2.384, -4.901, 2.137], [1.042, 2.176, 0.350], [3.704, 1.783, -0.276], [0.011, -1.281, -5.692], [-1.982, -2.525, 2.142], [-1.588, 0.954, -5.381], [-2.986, -2.116, -3.352], [0.908, -5.873, 2.279], [-2.176, 1.006, 0.791], [3.498, 2.738, 5.504], [2.054, -6.568, 2.632], [2.807, -1.309, 2.154], [0.621, 2.664, -2.825], [-1.539, 0.308, -6.606], [-0.148, -2.643, 6.419], [1.945, -3.177, 4.674], [-2.324, -4.909, 0.755], [6.054, -1.824, -0.931], [-0.024, -0.636, -4.452], [2.767, 0.855, -0.573], [-4.180, 1.684, 1.900], [-0.740, -0.818, -6.761], [3.413, -4.776, 1.793], [-4.759, 0.443, 1.645], [-1.951, -2.554, 0.752], [3.998, 1.451, 5.672], [-3.097, -1.259, -2.252], [-0.838, 0.490, -4.296], [0.177, -1.732, 5.430], [-4.034, -0.535, 0.987], [3.309, -6.020, 2.391], [1.618, -4.090, 5.669], [4.961, -1.682, -0.087], [3.825, -3.440, -1.275], [2.259, -4.070, 1.450], [1.998, 3.208, 0.622], [4.916, -3.581, -2.115], [0.760, -3.122, -2.953], [-2.320, 2.405, -2.384], [6.029, -2.769, -1.946], [2.782, -0.883, -3.506], [3.398, 0.389, 5.019], [3.300, 3.012, 0.330], [0.572, -3.826, 6.536], [1.005, -4.619, 1.692], [-2.190, -3.709, 2.829], [-2.892, 1.975, 1.484], [1.801, 1.899, 4.021], [-2.747, -0.246, 0.578], [-0.390, -0.814, 5.332], [4.203, -6.568, 2.657], [6.923, -1.194, -0.795], [1.527, -3.601, -3.568], [6.881, -2.875, -2.604], [1.973, -7.546, 3.087], [3.184, -0.382, 1.707], [0.942, 2.055, 3.379], [3.768, -0.619, 5.174], [3.019, -0.055, -1.094], [-0.068, -6.302, 2.461], [-4.746, 2.439, 2.432], [-1.847, -1.594, 2.671], [2.182, -5.010, 5.757], [-2.401, 3.129, -3.200], [1.609, 2.203, -2.891], [-2.231, 1.820, -5.268], [-2.430, 2.933, 1.669], [-2.594, -5.814, 2.679], [3.623, -1.766, 2.721], [0.448, 3.223, -3.748], [-2.139, 0.665, -7.434], [-3.233, 1.810, -2.351], [-0.209, -3.389, -3.375], [4.894, -4.319, -2.905], [-2.215, -3.693, 3.911], [0.114, -4.069, 1.421], [-2.053, -2.579, -3.611], [-2.490, -5.819, 0.194], [-5.771, 0.237, 1.964], [2.008, 3.961, 4.566], [4.393, -4.357, 1.595], [0.626, -2.166, -5.826], [-2.092, -3.754, -1.030], [2.884, 0.171, -3.775], [-0.963, -2.433, 7.100], [0.316, -4.540, 7.309], [1.628, 4.122, 1.064], [4.846, 1.279, 6.322], [0.627, 3.374, -1.996], [-0.711, -1.336, -7.712], [0.799, -3.551, -1.952], [3.964, 3.567, 6.020], [4.736, 1.602, -0.545], [4.997, -0.936, 0.696], [2.961, -4.076, -1.410], [4.032, 3.782, 0.536], [2.987, -1.475, -4.402], [2.763, -3.406, 4.006], [-2.241, 2.968, -1.451], [3.557, -1.120, -2.774], [-4.456, -1.512, 0.791]],
  "lowdin_charge": [1.428, 0.044, 0.684, 0.784, 0.715, 0.515, 0.520, -0.234, -0.313, -0.426, 0.117, -0.216, -0.098, 0.086, -0.086, -0.071, -0.069, -0.297, -0.276, -0.266, -0.105, -0.398, -0.073, -0.099, -0.030, -0.097, -0.707, -0.048, -0.215, -0.078, -0.067, -0.280, -0.189, -0.096, -0.073, -0.079, -0.072, -0.065, -0.331, -0.184, -0.063, -0.089, -0.089, -0.058, -0.201, -0.079, -0.506, -0.317, -0.073, -0.013, -0.072, -0.069, -0.089, -0.082, -0.288, -0.028, -0.061, -0.203, -0.192, -0.065, -0.201, -0.077, -0.070, -0.073, -0.041, -0.070, -0.007, -0.062, -0.183, 0.117, 0.107, 0.109, 0.029, 0.110, 0.108, 0.057, 0.098, 0.107, 0.059, 0.098, 0.105, 0.109, 0.106, 0.031, 0.015, 0.098, 0.106, 0.105, 0.081, 0.037, 0.101, 0.022, 0.017, 0.114, 0.103, 0.077, 0.025, 0.111, 0.106, 0.107, 0.113, 0.101, 0.006, 0.028, 0.108, 0.106, 0.115, 0.104, 0.022, 0.100, -0.003, 0.105, 0.102, 0.098, 0.108, 0.105, 0.034, 0.084, 0.022, -0.007, 0.139],
  "s_squared": 2.040,
  "multiplicity": 3,
  "e_homo_ev": [-6.75, -7.04]
}



Record 4
{
  "formula": "C5H7N5O",
  "method": "ωB97M-V/def2-TZVPD",
  "species": ["O", "N", "N", "N", "N", "N", "C", "C", "C", "C", "C", "H", "H", "H", "H", "H", "H", "H"],
  "xyz": [[-1.791, -1.995, -0.262], [-0.430, -0.687, 1.593], [0.880, 0.969, 0.672], [-0.075, 0.014, -3.148], [-1.224, -1.349, -1.147], [0.955, 1.461, -1.649], [0.186, 0.377, -1.878], [0.061, -0.098, 0.484], [-0.358, -0.443, -0.857], [1.239, 1.691, -0.373], [0.007, -0.353, 2.926], [1.108, -0.487, 3.016], [-1.066, -1.481, 1.306], [-0.831, -0.667, -3.326], [1.858, 2.592, -0.258], [0.194, 0.636, -3.890], [-0.180, 0.730, 3.094], [-0.533, -0.910, 3.697]],
  "lowdin_charge": [-0.065, 0.022, 0.114, 0.160, -0.041, 0.106, -0.315, -0.232, -0.196, -0.202, -0.083, 0.093, 0.127, 0.117, 0.117, 0.107, 0.088, 0.084],
  "smiles": "CNc1ncnc(N)c1N=O",
  "e_homo_ev": -8.69
}



Q: Which formula does entry 2 have?
A: C21H18N4O2PdS